[1]
An isolated ion of composition C6H11N2S and charge +1 at a distorted geometry, computed with the ωB97M-V functional and the def2-TZVPD basis.

The geometry in XYZ format:
```
20
Properties=species:S:1:pos:R:3:nbo_charge:R:1
S -0.518 -2.426 -0.815 0.360
N 1.349 0.521 -0.083 -0.233
N -1.861 -0.061 -0.817 -0.576
C -1.744 -1.354 -0.933 0.249
C -0.828 0.905 -1.147 -0.202
C 1.357 -1.953 -0.340 -0.356
C 0.286 1.330 0.138 -0.076
C 1.526 -0.748 0.597 -0.338
C -0.509 1.346 1.464 -0.655
H -0.687 0.282 1.736 0.212
H 0.130 1.767 2.221 0.245
H -2.875 0.252 -0.873 0.457
H 1.531 -2.920 0.045 0.242
H -0.201 0.616 -2.018 0.237
H 2.559 -0.712 0.991 0.281
H 0.744 2.283 -0.196 0.250
H 0.720 -0.999 1.404 0.194
H 1.808 -1.936 -1.330 0.251
H -1.443 2.076 1.336 0.242
H -1.343 1.731 -1.381 0.218
```

HOMO energy (alpha / beta) ... -13.1834 / -13.5566 eV
ΔE to the lowest compared entry with this formula, charge and spin ... 158.1 kcal per mole
Total charge ... +1
Kohn-Sham gap (alpha / beta) ... 0.228 / 0.317 Eh

=====

[2]
A 6-piece molecular cluster, C15H24Br2Cl10F5NO overall at a distorted geometry, computed with the ωB97M-V functional and the def2-TZVPD basis.

The geometry in XYZ format:
```
58
Properties=species:S:1:pos:R:3:nbo_charge:R:1
Br 1.417 -2.304 -0.398 0.075
Br -2.676 -1.475 -2.980 0.035
Cl 6.672 3.320 4.069 -0.023
Cl 11.891 0.520 4.511 -0.022
Cl -5.646 -3.101 -1.428 -0.015
Cl -6.703 -6.442 -1.071 -0.020
Cl -5.273 -0.220 -1.173 -0.030
Cl 12.132 -1.460 2.384 -0.026
Cl -2.575 4.687 4.864 -0.019
Cl -3.479 2.139 3.774 -0.024
Cl 7.604 1.068 2.469 -0.040
Cl -8.465 -4.441 -2.249 -0.030
F 2.546 4.152 -0.274 -0.308
F 3.971 2.109 -0.376 -0.331
F 0.511 2.390 1.243 -0.329
F 3.389 2.979 1.767 -0.343
F 2.106 0.605 1.182 -0.358
O -0.918 -0.182 0.731 -0.571
N 1.229 1.332 -0.945 -0.691
C -0.294 1.429 -2.958 -0.423
C -1.134 0.114 -0.725 0.027
C -0.297 -3.615 -2.708 -0.673
C -1.765 1.909 -3.522 -0.648
C -8.182 -6.168 -2.000 -0.396
C -0.228 1.360 -1.286 -0.067
C -1.980 0.420 1.550 -0.281
C 6.488 2.437 2.549 -0.397
C 2.886 2.850 0.348 0.937
C -0.131 -2.329 -1.657 -0.092
C 1.588 1.800 0.427 0.791
C 11.062 -0.747 3.598 -0.399
C -6.359 -1.508 -1.709 -0.400
C -1.131 -1.231 -1.670 -0.099
C -2.229 2.959 4.717 -0.401
H 6.696 3.114 1.716 0.224
H -0.789 2.355 -0.948 0.237
H 10.738 -1.529 4.289 0.222
H 1.733 0.481 -1.265 0.434
H 5.463 2.065 2.475 0.235
H -8.087 -6.657 -2.972 0.224
H -0.049 -3.229 -3.811 0.243
H -1.587 0.425 2.677 0.213
H -2.980 -0.199 1.464 0.199
H -2.262 0.510 -0.760 0.217
H -9.028 -6.592 -1.454 0.224
H -7.298 -1.435 -1.155 0.226
H 0.141 0.472 -3.471 0.224
H -2.589 1.694 -2.701 0.214
H -2.035 1.202 -4.439 0.230
H -6.552 -1.388 -2.778 0.222
H -2.097 1.540 1.233 0.184
H -1.757 3.022 -3.889 0.225
H -2.189 2.518 5.716 0.225
H 0.459 2.313 -3.237 0.226
H -1.380 -4.102 -2.654 0.253
H -1.265 2.831 4.218 0.226
H 10.194 -0.314 3.096 0.225
H 0.492 -4.449 -2.404 0.238
```

HOMO energy ... -9.0517 eV
Structure (SMILES) ... CC[C@H](NC(F)(F)C(F)(F)F)[C@H](OC)/C(Br)=C(/C)Br.ClCCl.ClCCl.ClCCl.ClCCl.ClCCl
Total charge ... 0
Kohn-Sham gap ... 0.332 Eh

=====

[3]
C3H3ClF2O4S as an isolated structure at a distorted geometry, computed with the ωB97M-V functional and the def2-TZVPD basis.

The geometry in XYZ format:
```
14
Properties=species:S:1:pos:R:3:nbo_charge:R:1
Cl 4.430 -2.582 0.091 0.100
S 3.855 1.116 0.151 2.008
F 2.590 -1.539 -0.957 -0.340
F 4.017 -0.389 1.985 -0.406
O 4.812 2.061 0.608 -0.802
O 2.858 1.954 -0.827 -0.437
O 1.632 1.206 -1.004 -0.244
O 4.407 -0.167 -0.798 -0.630
C 2.982 -0.472 1.037 0.053
C 0.452 1.984 -0.363 -0.252
C 3.665 -1.157 -0.169 0.334
H 0.630 2.993 -0.558 0.197
H -0.439 1.592 -0.841 0.217
H 0.516 1.757 0.697 0.202
```

HOMO energy ... -9.3724 eV
ΔE to the lowest compared entry with this formula, charge and spin ... 145.3 kcal per mole
Total charge ... 0
Kohn-Sham gap ... 0.342 Eh

=====

[4]
C4H12N2O2 as an isolated structure at a distorted geometry, computed with the ωB97M-V functional and the def2-TZVPD basis.

The geometry in XYZ format:
```
20
Properties=species:S:1:pos:R:3:nbo_charge:R:1
O 1.907 1.593 0.474 -0.584
O 0.188 1.334 -1.422 -0.713
N 1.654 0.232 0.159 -0.118
N 2.767 -0.479 -0.293 -0.636
C -1.542 -1.514 -0.177 -0.616
C 0.359 0.235 -0.917 0.406
C -0.862 -0.320 0.485 -0.436
C -1.801 0.865 0.662 -0.620
H -0.597 -0.650 1.508 0.215
H -1.929 -1.238 -1.161 0.210
H 3.187 0.028 -1.071 0.368
H 0.736 -0.220 0.770 0.468
H -2.389 -1.870 0.416 0.206
H -2.098 1.263 -0.311 0.224
H 1.350 2.064 -0.196 0.495
H -0.844 -2.345 -0.304 0.205
H -2.711 0.581 1.199 0.203
H 3.451 -0.543 0.456 0.365
H -1.316 1.669 1.220 0.212
H 0.490 -0.686 -1.496 0.144
```

HOMO energy ... -8.4969 eV
ΔE to the lowest compared entry with this formula, charge and spin ... 148.9 kcal per mole
Total charge ... 0
Kohn-Sham gap ... 0.346 Eh

=====

[5]
A 2-piece molecular cluster, C4H11N3O2 overall at a distorted geometry, computed with the ωB97M-V functional and the def2-TZVPD basis.

The geometry in XYZ format:
```
20
Properties=species:S:1:pos:R:3:nbo_charge:R:1
O -0.735 1.764 -1.048 -0.645
O 0.867 1.552 -2.597 -0.687
N -0.130 -0.838 1.092 -0.178
N -1.856 -0.914 -0.375 -0.680
N -1.361 -2.817 0.817 -0.747
C 0.901 -1.254 1.973 -0.500
C -1.079 -1.537 0.505 0.588
C 0.360 2.055 -1.461 0.828
C 1.390 2.959 -0.848 -0.738
H 1.453 2.860 0.237 0.242
H -1.652 0.064 -0.612 0.473
H 2.379 2.691 -1.219 0.248
H -2.252 -3.120 0.444 0.406
H 1.331 -2.253 1.917 0.225
H 0.551 -0.903 2.951 0.280
H 0.404 0.827 -3.057 0.503
H 1.742 -0.564 1.753 0.275
H -2.316 -1.486 -1.073 0.415
H 1.285 3.987 -1.185 0.267
H -1.282 -3.076 1.788 0.424
```

HOMO energy (alpha / beta) ... -14.0338 / -14.0299 eV
ΔE to the lowest compared entry with this formula, charge and spin ... 20.4 kcal per mole
Spin multiplicity ... 2
Total charge ... +1
Kohn-Sham gap (alpha / beta) ... 0.404 / 0.256 Eh

=====

[6]
A 18-piece molecular cluster, H35O18 overall at a distorted geometry, computed with the ωB97M-V functional and the def2-TZVPD basis.

The geometry in XYZ format:
```
53
Properties=species:S:1:pos:R:3:nbo_charge:R:1
O 3.818 2.305 -1.347 -0.954
O 0.801 -4.786 3.238 -0.902
O -0.002 -0.286 -0.309 -1.064
O -3.417 -3.373 -0.877 -0.978
O 3.085 0.208 1.540 -1.018
O -2.090 -1.360 -1.549 -1.023
O -5.004 0.511 -1.496 -0.953
O -1.623 3.922 1.214 -0.979
O 1.184 -1.736 2.441 -0.965
O -0.964 0.066 3.717 -0.974
O 0.198 2.585 2.338 -1.027
O 1.394 1.719 0.296 -1.233
O 0.497 1.018 -2.770 -0.964
O -2.560 1.899 -0.931 -0.933
O -3.349 0.632 2.125 -0.948
O 4.744 -2.630 -0.951 -0.950
O 3.194 -0.616 -4.111 -0.951
O -1.394 -1.235 -4.165 -0.951
H 5.184 -3.392 -0.467 0.463
H 1.039 2.696 1.840 0.504
H -1.775 4.767 1.142 0.474
H -2.518 -0.538 -1.263 0.487
H -2.969 -2.771 -1.455 0.501
H 2.175 2.013 -0.034 0.455
H 2.429 -0.032 -3.873 0.491
H -1.759 3.345 1.948 0.507
H -1.712 1.804 -0.774 0.466
H -0.907 -0.202 2.711 0.490
H 2.877 0.436 2.398 0.435
H -0.106 -0.301 0.686 0.459
H -3.185 1.172 2.930 0.473
H 2.297 0.621 1.026 0.504
H 4.137 -2.171 -0.366 0.488
H 0.780 1.531 -2.093 0.471
H 3.964 0.043 -3.925 0.458
H -4.512 -0.343 -1.542 0.482
H 0.978 -5.208 2.458 0.450
H 1.593 -4.382 3.312 0.453
H 0.729 0.521 -0.374 0.530
H -0.151 2.528 1.429 0.495
H 4.814 2.510 -1.087 0.481
H 1.737 -2.066 1.786 0.486
H -0.978 -1.299 -3.261 0.496
H -3.329 -3.159 -0.042 0.445
H -1.305 -1.312 -0.776 0.529
H 1.501 -1.080 3.027 0.479
H -0.520 0.985 -2.726 0.493
H -0.258 0.639 3.896 0.483
H -3.022 2.180 -0.223 0.469
H -0.883 -1.770 -4.664 0.448
H 3.562 2.888 -2.109 0.476
H -3.218 -0.243 2.614 0.475
H -5.199 0.746 -0.552 0.472
```

HOMO energy ... -6.5002 eV
ΔE to the lowest compared entry with this formula, charge and spin ... 114.5 kcal per mole
Total charge ... -1
Kohn-Sham gap ... 0.326 Eh

=====

[7]
C3H3FKO2 as an isolated structure at a distorted geometry, computed with the ωB97M-V functional and the def2-TZVPD basis.

The geometry in XYZ format:
```
10
Properties=species:S:1:pos:R:3:nbo_charge:R:1
K 2.598 -0.246 -0.071 0.982
F -2.555 1.163 1.161 -0.696
O 0.133 -1.302 -0.481 -0.596
O 0.542 0.852 -1.140 -0.688
C -0.244 -0.080 -1.033 0.677
C -1.659 -0.352 -0.909 -0.199
C -1.278 -1.719 -0.429 -0.111
H -1.573 -1.962 0.598 0.214
H -1.445 -2.560 -1.114 0.183
H -2.521 0.024 -1.451 0.234
```

HOMO energy (alpha / beta) ... -7.9829 / -7.1097 eV
ΔE to the lowest compared entry with this formula, charge and spin ... 40.7 kcal per mole
Spin multiplicity ... 2
Total charge ... 0
Kohn-Sham gap (alpha / beta) ... 0.250 / 0.218 Eh

=====

[8]
One molecule with the formula C4H5NO2, computed with the ωB97M-V functional and the def2-TZVPD basis.

The geometry in XYZ format:
```
12
Properties=species:S:1:pos:R:3:nbo_charge:R:1
O -1.848 1.462 0.588 -0.552
O 0.179 0.814 -1.911 -0.501
N -1.223 -0.772 0.371 -0.419
C 0.051 -1.350 0.022 -0.367
C 0.903 -0.335 0.643 -0.130
C -0.030 1.231 -0.807 0.326
C -1.128 0.547 0.241 0.525
H 0.172 2.268 -0.486 0.160
H 0.142 -2.329 0.509 0.266
H 0.804 -0.197 1.716 0.223
H 1.764 0.132 0.171 0.219
H 0.215 -1.472 -1.054 0.248
```

HOMO energy (alpha / beta) ... -9.3307 / -9.3308 eV
ΔE to the lowest compared entry with this formula, charge and spin ... 114.3 kcal per mole
Total charge ... 0
Kohn-Sham gap (alpha / beta) ... 0.263 / 0.264 Eh

=====

| no. | DFT total energy (eV) |
| --- | --- |
| 1 | -20203.29463 |
| 2 | -298371.16175 |
| 3 | -40133.59965 |
| 4 | -11412.75957 |
| 5 | -12884.20617 |
| 6 | -37420.93082 |
| 7 | -26293.78651 |
| 8 | -9809.35938 |